# 1
12
Properties=species:S:1:pos:R:3 method="wB97M-V/def2-TZVPD" gap_ev=9.78 homo_energy_ev=-8.987
H -3.13329 -0.59179 0.06941
N -2.16377 -0.78993 0.22980
C -1.53238 0.33543 -0.01889
N -0.09097 0.54038 -0.00279
S 0.49157 2.07797 -0.11068
C 0.63296 -0.74242 -0.22344
C 1.87697 -0.97729 -0.23838
F 2.70708 -0.01825 0.24396
H -1.86410 1.54161 -0.44399
H 0.98344 2.19511 1.02120
H -0.21434 -1.55568 -0.44342
H 2.30682 -2.01514 -0.08277



# 2
10
Properties=species:S:1:pos:R:3 method="wB97M-V/def2-TZVPD" gap_ev="9.08 / 9.08" homo_energy_ev="-9.248 / -9.249"
C 0.01576 -1.41740 0.38415
C 0.22887 -0.19879 0.09899
C 1.00643 1.05463 -0.14704
O -1.71064 0.60400 -0.44233
F -2.85308 -0.17125 -0.34562
H -0.98984 -1.62955 0.11869
H 0.89831 -2.01747 0.81986
H 2.01783 0.73157 0.26777
H 0.86890 1.25424 -1.22168
H 0.51747 1.79002 0.46721



For the records above, the corresponding energy above the lowest of the compared OMol25 structures with the same formula, charge and spin values read 74.4 157.8 kcal/mol.